[1]
{
  "formula": "C36H52CoN8O6SSi4",
  "method": "the ωB97M-V functional and the def2-TZVPD basis",
  "relative_energy_ev": 1.795,
  "lumo_ev": [3.5, 3.5],
  "e_tot_ha": -5231.4670,
  "spin_multiplicity": 2,
  "homo_ev": [-1.72, -2.02],
  "s_squared": 0.777,
  "charge": -2,
  "species": ["Co", "C", "C", "C", "C", "C", "C", "C", "S", "O", "O", "N", "C", "C", "C", "C", "C", "N", "H", "H", "H", "H", "H", "H", "H", "H", "H", "H", "H", "O", "C", "C", "C", "C", "C", "C", "C", "O", "N", "O", "O", "H", "H", "H", "H", "N", "C", "N", "C", "C", "C", "C", "C", "H", "H", "H", "H", "H", "H", "H", "H", "H", "H", "C", "Si", "C", "C", "Si", "Si", "C", "C", "C", "Si", "C", "C", "C", "H", "H", "H", "H", "H", "H", "H", "H", "H", "H", "H", "H", "H", "H", "H", "H", "H", "H", "H", "H", "H", "H", "H", "H", "H", "H", "H", "N", "C", "N", "C", "N"],
  "positions_angstrom": [[-0.27989, -0.34085, -0.97028], [-3.14492, -2.53896, 5.91822], [-3.03718, -1.69911, 4.67823], [-3.04066, -0.30444, 4.76667], [-2.92083, 0.47231, 3.63593], [-2.77583, -0.12426, 2.38346], [-2.77991, -1.50846, 2.27398], [-2.90910, -2.28311, 3.41047], [-2.66027, 1.00210, 0.98587], [-3.91814, 1.73453, 1.01575], [-1.48825, 1.82731, 1.22330], [-2.39209, 0.19619, -0.36471], [-3.34926, -0.52864, -0.97889], [-4.69309, -0.62494, -0.55574], [-5.56558, -1.38732, -1.29743], [-5.12340, -2.03889, -2.44472], [-3.78786, -1.89489, -2.77604], [-2.93948, -1.17520, -2.07773], [-3.82831, -2.08808, 6.63682], [-2.17157, -2.62691, 6.40525], [-3.49635, -3.54008, 5.67801], [-3.13265, 0.16454, 5.73718], [-2.92974, 1.54964, 3.68819], [-2.66028, -1.96354, 1.30351], [-2.91034, -3.36049, 3.32892], [-5.01775, -0.09562, 0.32566], [-6.60051, -1.47836, -0.98743], [-5.78879, -2.63695, -3.04958], [-3.37198, -2.37103, -3.65737], [-0.89590, -2.37605, -0.53405], [-0.57257, -3.39836, -1.17719], [0.61114, -3.64028, -1.91816], [0.80847, -4.89839, -2.51858], [1.94147, -5.16822, -3.28617], [2.87878, -4.13982, -3.49841], [2.71005, -2.91788, -2.92896], [1.59858, -2.60472, -2.08286], [1.55855, -1.46730, -1.51622], [2.17604, -6.42369, -3.83501], [3.20915, -6.61153, -4.53108], [1.35828, -7.35019, -3.60775], [-1.29821, -4.23503, -1.16847], [0.07517, -5.67820, -2.37092], [3.73713, -4.35014, -4.12152], [3.43628, -2.13549, -3.08292], [0.23043, -0.41092, 0.72769], [0.65115, -0.84595, 1.71562], [1.17037, -1.21005, 2.85137], [2.50619, -1.75475, 2.93686], [3.25378, -1.05661, 4.07291], [2.46556, -1.17465, 5.37700], [1.06433, -0.59811, 5.19268], [0.36301, -1.31857, 4.04315], [3.01459, -1.59265, 1.98568], [2.45195, -2.83680, 3.12615], [3.37152, -0.00300, 3.81065], [4.24700, -1.49675, 4.18616], [2.98906, -0.64740, 6.17738], [2.38414, -2.22589, 5.66806], [1.13488, 0.46593, 4.95842], [0.47588, -0.71420, 6.10476], [-0.61146, -0.87506, 3.84856], [0.21500, -2.38127, 4.28773], [3.35364, 1.42373, 1.10861], [1.76218, 2.52022, 0.98392], [2.48879, 4.31686, 0.99774], [0.96336, 2.48126, 2.73793], [0.59152, 1.85708, -1.03285], [2.37546, 1.91697, -2.74425], [3.85229, 0.72489, -2.43066], [3.24405, 3.64662, -2.82885], [1.93603, 1.64377, -4.59737], [-0.96100, 3.56099, -1.72227], [-2.63201, 3.87695, -0.85759], [-0.06906, 5.27734, -1.58043], [-1.46735, 3.41233, -3.57537], [3.74841, 1.33371, 2.11695], [4.14684, 1.82335, 0.48756], [3.13970, 0.42631, 0.74223], [3.16123, 4.47978, 1.83825], [1.69283, 5.05101, 1.06974], [3.04260, 4.53050, 0.09038], [1.68496, 2.54606, 3.55317], [0.36472, 1.58608, 2.85374], [0.27282, 3.31271, 2.83894], [4.60922, 1.17079, -1.79279], [4.33863, 0.41692, -3.35344], [3.48188, -0.16613, -1.93768], [3.61561, 3.94470, -1.85619], [2.55984, 4.41644, -3.16597], [4.08779, 3.64372, -3.51281], [1.61255, 0.62294, -4.76746], [2.78440, 1.84362, -5.25081], [1.12755, 2.29330, -4.91813], [-2.49566, 4.06402, 0.20132], [-3.25691, 2.99401, -0.92309], [-3.18428, 4.71300, -1.28480], [0.18779, 5.48083, -0.54663], [-0.70325, 6.08982, -1.92579], [0.85026, 5.31289, -2.15438], [-2.13074, 2.56316, -3.70872], [-0.61192, 3.26176, -4.22534], [-1.99342, 4.29646, -3.92984], [-0.54181, -0.04088, -2.71779], [-0.92107, -0.14142, -3.82317], [-1.10445, -0.15879, -5.05379], [-2.09986, -0.26864, -5.84970], [-2.89997, -0.36553, -6.68058]],
  "atomic_forces_ev_per_a": [[0.4, 1.4, 0.5], [0.1, 0.0, 0.0], [0.0, 0.1, -0.5], [0.0, -0.4, 0.1], [0.1, 0.1, -0.5], [-0.1, 0.0, 0.1], [0.1, 0.5, -0.3], [-0.1, 0.1, 0.8], [0.4, 0.8, -1.1], [0.0, -0.5, 0.3], [-0.5, -0.5, 0.4], [0.7, 0.6, 1.6], [-1.1, -0.4, -0.5], [0.0, -0.1, 0.0], [0.0, -0.1, -0.1], [-0.2, -0.1, 0.0], [-0.3, -0.1, -0.1], [0.0, 0.0, 0.3], [-0.1, 0.0, 0.0], [0.0, -0.1, 0.1], [0.0, -0.1, 0.0], [0.0, 0.1, 0.1], [0.0, 0.2, 0.1], [0.1, -0.1, -0.2], [0.0, -0.2, 0.0], [-0.1, 0.0, 0.0], [0.0, 0.0, 0.0], [0.0, 0.0, -0.1], [-0.1, -0.1, -0.1], [0.4, -1.8, -1.3], [-1.5, 1.1, 1.4], [0.6, -0.5, -0.8], [0.1, 0.4, 0.1], [-0.7, 0.9, 0.7], [0.4, 0.6, 0.0], [0.5, -0.5, -0.5], [0.3, 1.7, 0.8], [0.0, -1.6, -0.6], [0.3, -2.4, -0.9], [-1.5, 0.3, 1.0], [1.0, 1.1, -0.3], [0.1, -0.1, 0.0], [-0.1, -0.1, 0.0], [0.0, 0.0, 0.0], [0.0, 0.1, 0.0], [1.1, -1.1, 2.6], [-0.7, 0.9, -1.5], [0.3, -0.3, 0.6], [0.5, 0.1, 0.0], [-0.1, -0.2, 0.0], [0.0, 0.3, 0.0], [0.0, -0.3, 0.0], [-0.3, 0.3, 0.4], [-0.1, -0.1, 0.0], [0.0, 0.0, 0.0], [0.0, 0.0, 0.0], [0.0, 0.0, -0.1], [0.0, 0.0, 0.1], [0.1, -0.1, 0.0], [-0.1, 0.0, 0.0], [-0.1, 0.0, 0.0], [0.1, 0.0, 0.0], [0.0, 0.0, 0.0], [-0.6, 0.2, -0.1], [0.8, 0.6, 0.2], [-0.3, -0.5, -0.2], [-0.1, -0.2, -0.6], [0.1, -0.1, -0.3], [0.5, 0.7, -0.3], [-0.5, 0.1, 0.2], [-0.3, -0.5, 0.1], [-0.2, -0.1, 0.7], [0.0, 1.0, -0.6], [0.5, -0.4, 0.0], [-0.2, -0.6, -0.1], [0.3, -0.2, 0.6], [0.0, 0.1, 0.3], [0.2, 0.2, -0.2], [0.0, -0.3, -0.2], [0.1, -0.1, 0.2], [-0.2, 0.2, 0.0], [0.1, 0.1, -0.2], [0.3, 0.0, -0.1], [-0.1, -0.2, 0.1], [-0.2, 0.2, 0.0], [0.1, 0.2, 0.2], [0.0, 0.1, -0.3], [0.0, -0.2, 0.1], [0.1, 0.1, 0.3], [-0.2, 0.2, -0.1], [0.2, -0.2, -0.2], [-0.1, -0.2, -0.1], [0.3, 0.0, 0.1], [-0.2, 0.1, 0.0], [0.0, 0.1, 0.2], [-0.2, -0.1, -0.1], [0.2, 0.2, -0.3], [0.1, 0.0, 0.3], [-0.3, 0.1, -0.1], [0.2, -0.1, -0.1], [-0.1, -0.2, 0.0], [0.2, -0.1, -0.1], [-0.1, 0.2, 0.1], [-0.9, -0.3, -3.1], [1.0, 0.5, 2.9], [0.7, 0.0, -1.7], [-0.3, -0.1, 0.0], [-0.7, -0.1, -0.5]]
}


[2]
{
  "formula": "C36H53BBr3N3O22",
  "method": "the ωB97M-V functional and the def2-TZVPD basis",
  "lumo_ev": -1.8,
  "e_tot_ha": -10969.9145,
  "spin_multiplicity": 1,
  "homo_ev": -7.51,
  "species": ["C", "C", "N", "Br", "C", "N", "C", "C", "C", "C", "O", "O", "N", "B", "O", "O", "C", "C", "C", "Br", "C", "C", "Br", "H", "H", "H", "H", "H", "H", "H", "H", "H", "H", "H", "H", "H", "H", "H", "H", "H", "C", "C", "C", "O", "C", "O", "O", "H", "H", "H", "H", "H", "H", "C", "C", "C", "O", "C", "O", "O", "H", "H", "H", "H", "H", "H", "C", "C", "C", "O", "C", "O", "O", "H", "H", "H", "H", "H", "H", "C", "C", "C", "O", "C", "O", "O", "H", "H", "H", "H", "H", "H", "C", "C", "C", "O", "C", "O", "O", "H", "H", "H", "H", "H", "H", "C", "C", "C", "O", "C", "O", "O", "H", "H", "H", "H", "H", "H"],
  "positions_angstrom": [[-0.76475, -0.21576, 3.12456], [-0.40733, 0.44647, 2.15422], [-0.17462, 1.16086, 0.97214], [-0.99157, 2.78680, 0.74125], [0.24127, 0.42122, -0.17962], [1.66988, 0.43588, -0.48237], [2.43107, -0.15461, 0.66186], [3.93719, -0.47563, 0.26828], [4.64699, -1.55535, 0.76806], [2.16061, 1.83317, -0.70162], [2.23603, 2.69405, 0.21381], [2.59327, 2.19437, -1.91217], [-0.51872, -0.27931, -0.99056], [-2.02726, -0.34877, -0.73622], [-2.57601, -1.13317, 0.30670], [-2.83929, 0.40238, -1.61895], [-3.64613, 1.39331, -0.93784], [-5.16825, 1.14069, -1.39444], [-0.04533, -1.00819, -2.19826], [0.70819, 0.20122, -3.60354], [0.93421, -2.24359, -1.87690], [0.59434, -3.00046, -0.51687], [0.76224, -3.45134, -3.46992], [-1.18790, -0.79109, 3.99327], [1.90613, -1.08225, 1.06404], [2.48149, 0.55952, 1.55755], [4.49310, 0.22649, -0.43085], [5.47824, -1.96763, 0.11068], [4.48368, -2.02400, 1.78300], [-3.15630, -0.58347, 0.87392], [-3.54303, 1.40065, 0.18774], [-3.41393, 2.45767, -1.28012], [-5.61815, 0.24077, -0.87264], [-5.81707, 2.06002, -1.25745], [-5.15294, 0.92057, -2.51544], [-0.94715, -1.48517, -2.71284], [1.98941, -1.84814, -1.85887], [0.49681, -4.11037, -0.76375], [1.53360, -2.93647, 0.12903], [-0.32749, -2.62996, 0.01782], [2.01868, 0.82267, 8.03900], [1.26799, 1.31674, 6.82266], [0.53621, 2.60787, 7.04687], [-0.54961, 2.50631, 6.12604], [-0.78628, 1.18128, 5.94292], [-1.74635, 0.73668, 5.37980], [0.20512, 0.42470, 6.47991], [1.33075, 0.57959, 8.85183], [2.55906, -0.09671, 7.80109], [2.73659, 1.56644, 8.39029], [1.94448, 1.38413, 5.96422], [1.15277, 3.47882, 6.82191], [0.13005, 2.70991, 8.05574], [8.03323, -1.51823, 2.84568], [7.83993, -1.35844, 4.33726], [8.45096, -2.46536, 5.14901], [7.62034, -2.49080, 6.30680], [6.40289, -2.00908, 5.92896], [5.41764, -2.06644, 6.59829], [6.45863, -1.45564, 4.68502], [7.51805, -2.40814, 2.47521], [7.60119, -0.66563, 2.31685], [9.09185, -1.58721, 2.58735], [8.20367, -0.37771, 4.66122], [9.48594, -2.25721, 5.42210], [8.40084, -3.44373, 4.66170], [-4.36815, -6.05688, -4.32387], [-3.26176, -5.25225, -4.96933], [-3.26772, -5.31162, -6.47057], [-1.89289, -5.11802, -6.78979], [-1.17401, -5.55968, -5.72134], [0.00869, -5.71809, -5.72416], [-1.98183, -5.79845, -4.65035], [-4.24893, -7.12360, -4.52946], [-4.33361, -5.94297, -3.23796], [-5.34989, -5.73405, -4.67584], [-3.28893, -4.21802, -4.61011], [-3.88046, -4.52650, -6.91472], [-3.58572, -6.28001, -6.86852], [-5.37321, 2.23156, 10.38692], [-4.08659, 2.46952, 9.62809], [-3.93060, 1.59849, 8.41442], [-2.51494, 1.48647, 8.29761], [-2.00357, 1.65214, 9.54878], [-0.86814, 1.43324, 9.84779], [-2.95472, 2.09703, 10.41437], [-5.40273, 1.22118, 10.80233], [-5.44498, 2.91863, 11.23299], [-6.24438, 2.37835, 9.74554], [-3.98956, 3.53027, 9.37409], [-4.35560, 2.05370, 7.51951], [-4.35084, 0.59605, 8.53782], [-2.66133, 2.08157, -4.35651], [-2.48352, 1.68157, -5.80229], [-2.84352, 2.76197, -6.77870], [-3.25191, 2.01375, -7.92604], [-3.70140, 0.81205, -7.47296], [-4.29068, 0.01521, -8.14096], [-3.39368, 0.63606, -6.15830], [-3.71305, 2.27800, -4.12753], [-2.34686, 1.26835, -3.70163], [-2.07318, 2.96960, -4.11541], [-1.46555, 1.31690, -5.96809], [-1.99292, 3.40444, -7.01630], [-3.68205, 3.38580, -6.45282], [2.54311, 3.17063, -10.03914], [2.12938, 3.04599, -8.58971], [1.29011, 1.83376, -8.30308], [0.50809, 2.26098, -7.19013], [0.40789, 3.61557, -7.27634], [-0.33356, 4.27989, -6.61338], [1.25650, 4.11302, -8.21448], [1.67305, 3.31376, -10.68483], [3.18017, 4.04727, -10.17559], [3.09181, 2.28742, -10.37179], [3.01084, 3.08455, -7.94151], [1.89268, 0.96410, -8.03971], [0.61549, 1.56513, -9.12141]],
  "atomic_forces_ev_per_a": [[0.1, 0.4, -1.0], [-0.9, -0.6, 0.1], [-0.5, -2.3, 1.0], [-0.1, 0.5, -0.1], [3.2, -0.2, -0.8], [-1.8, -0.7, 0.7], [1.4, 0.1, 2.2], [0.2, -1.2, 0.4], [-0.4, 1.2, -0.9], [3.1, 6.3, -3.8], [-1.1, -2.8, 0.3], [-2.1, -3.3, 3.5], [-0.4, 0.5, 1.0], [-2.4, 0.3, 0.1], [1.4, 1.9, -1.0], [1.8, -0.3, 2.3], [-2.8, 1.0, -0.7], [0.5, -0.1, -0.3], [0.2, -1.5, -1.2], [-0.6, -0.7, 1.1], [-0.1, 1.0, 0.3], [1.0, -0.8, -0.6], [0.2, 0.6, 0.9], [1.0, 1.0, -1.5], [0.8, 1.1, -0.8], [-0.4, -0.6, -1.3], [-1.3, -1.2, 0.2], [-0.5, 1.0, 1.4], [-0.5, 0.1, -1.6], [0.1, -0.7, -0.4], [0.0, -0.3, -1.2], [0.3, -1.6, 0.3], [0.5, 1.1, -0.6], [0.8, -1.1, 0.1], [0.0, 0.3, 1.5], [0.9, 0.9, 1.0], [-1.2, -0.6, -0.2], [-0.2, 1.5, 0.4], [-1.5, 0.1, -0.6], [1.1, -0.4, -0.6], [0.0, -0.6, 0.0], [0.9, -0.1, 0.8], [0.2, 0.6, 0.1], [-0.3, -0.6, -0.3], [-0.2, -0.1, 0.1], [0.2, 0.3, 0.5], [-0.7, 0.4, -0.5], [0.0, 0.2, -0.1], [0.1, 0.1, 0.0], [0.0, 0.0, -0.1], [-0.1, 0.0, 0.0], [-0.2, 0.0, -0.2], [0.1, -0.2, 0.0], [-0.4, 0.2, -0.2], [0.4, 0.0, -1.0], [0.5, -0.1, 0.2], [-0.4, 0.2, -0.1], [-0.6, 0.0, 0.4], [0.4, 0.0, -0.3], [0.0, -0.2, 0.7], [0.1, 0.0, 0.2], [0.1, 0.0, 0.0], [0.0, 0.0, 0.1], [0.0, -0.1, 0.1], [-0.1, 0.0, 0.2], [-0.1, 0.1, -0.1], [0.2, -0.2, 0.4], [-0.9, -0.3, 0.4], [-0.3, 0.3, -0.4], [0.3, -0.2, 0.4], [0.6, -0.1, 0.0], [-0.5, 0.1, 0.0], [0.4, 0.2, -0.5], [0.0, 0.1, -0.2], [-0.1, 0.1, -0.1], [0.1, 0.1, 0.0], [0.1, 0.0, -0.1], [0.2, 0.0, -0.1], [0.0, 0.0, 0.2], [0.1, 0.1, 0.5], [-1.0, 0.0, 0.3], [-0.3, 0.0, -0.6], [0.3, 0.1, 0.6], [0.4, -0.1, 0.2], [-0.5, 0.1, -0.1], [0.6, -0.2, -0.5], [0.0, 0.0, -0.2], [-0.1, 0.0, -0.1], [0.1, 0.0, 0.0], [0.1, -0.1, -0.1], [0.2, -0.1, 0.0], [0.0, 0.1, 0.1], [-0.1, -0.4, 0.2], [0.2, 0.5, 0.9], [0.3, 0.6, -0.3], [-0.3, -0.7, 0.1], [-0.3, -0.3, -0.3], [0.3, 0.3, 0.3], [-0.2, 0.0, -0.7], [0.0, 0.1, -0.2], [0.1, 0.1, -0.1], [0.0, -0.1, -0.1], [-0.1, 0.1, -0.1], [-0.6, -0.3, 0.0], [0.0, -0.1, 0.1], [0.0, 0.5, -0.1], [0.6, -0.1, -0.9], [0.2, -0.6, 0.0], [-0.2, 0.6, 0.0], [0.0, 0.5, 0.3], [0.7, -0.2, -0.3], [-0.5, -0.3, 0.6], [0.0, -0.2, 0.1], [0.0, -0.1, 0.0], [0.0, 0.0, 0.1], [-0.1, 0.0, 0.1], [-0.2, 0.1, 0.2], [0.1, 0.1, 0.0]]
}